[1]
Entry from the OMol25 dataset: an isolated ion of composition C5H10N and charge +1 at a distorted geometry (ωB97M-V with the def2-TZVPD basis set).

Its SMILES is C/C=C/C(C)=[NH2+]. The net charge is +1. The calculation puts the LUMO energy at -5.1961 eV. The value obtained for the frontier orbital gap is 9.353 eV. The value obtained for the energy is -250.9603 hartree. The value obtained for the relative energy (zero: lowest compared OMol25 entry of this formula, charge and spin) is 1.224 eV.

Last column: natural (NBO) charge in e.
Atoms and positions in Å:
C  -0.820089  -2.523236  -0.305764  -0.65
C  -0.671506  -1.124678  -0.899724  -0.01
C  -0.179611  -0.214381  -0.012060  -0.35
C  0.320294  1.223893  0.101778  0.48
C  0.804062  1.667903  1.388891  -0.70
N  0.402050  1.897215  -1.026477  -0.64
H  -1.869960  -2.938315  -0.531164  0.25
H  -0.684314  -2.509118  0.819200  0.23
H  0.008619  -3.125993  -0.696163  0.26
H  -1.020685  -1.091132  -1.949583  0.24
H  -0.134726  -0.549663  1.093873  0.22
H  1.836499  1.607716  1.308977  0.28
H  0.562891  0.907553  2.173366  0.26
H  0.553281  2.576875  1.747744  0.27
H  0.779444  2.777791  -1.342417  0.44
H  0.113749  1.417572  -1.870477  0.41

Cartesian forces (eV/Å) of the 3 atoms listed first:
C -1.3 0.2 0.8
C 0.1 -0.3 1.3
C 0.2 0.9 2.7


[2]
Entry from the OMol25 dataset: CH15LiO7 as an isolated structure at a distorted geometry (ωB97M-V with the def2-TZVPD basis set).

The net charge is 0. The calculation puts the LUMO energy at -1.6218 eV. The value obtained for the frontier orbital gap is 8.193 eV. The value obtained for the energy is -581.2120 hartree. The value obtained for the relative energy (zero: lowest compared OMol25 entry of this formula, charge and spin) is 1.553 eV.

Last column: natural (NBO) charge in e.
Atoms and positions in Å:
Li  -12.591164  -16.707813  -42.786253  0.97
C  -13.249962  -14.787914  -41.501316  -0.29
O  -13.676777  -15.061611  -42.769978  -1.03
H  -12.752271  -13.934906  -41.464377  0.15
H  -12.671303  -15.407248  -40.937015  0.12
H  -14.235124  -14.631585  -40.912391  0.15
O  -10.390242  -15.338615  -40.033736  -0.92
H  -11.005126  -14.929486  -40.552622  0.46
H  -9.791960  -15.632046  -40.697332  0.47
O  -15.315213  -12.858618  -42.920484  -0.98
H  -14.597569  -13.595431  -42.863027  0.49
H  -15.123600  -12.252259  -42.153221  0.46
O  -14.109111  -14.467609  -38.124213  -0.96
H  -14.187388  -14.272693  -39.055875  0.48
H  -13.955558  -13.717461  -37.601795  0.48
O  -12.152038  -16.517092  -38.177311  -0.98
H  -12.912752  -16.083563  -38.399259  0.48
H  -11.342942  -16.156756  -38.527596  0.49
O  -16.104311  -16.002453  -41.935158  -1.00
H  -16.753263  -16.058527  -42.587951  0.46
H  -15.315469  -15.367295  -42.294665  0.50
O  -12.937288  -13.436621  -44.794070  -0.93
H  -13.856189  -13.639095  -45.024838  0.47
H  -12.763278  -13.923395  -44.136175  0.45

Cartesian forces (eV/Å) of the 3 atoms listed first:
Li -1.1 0.9 -0.1
C -5.8 0.0 0.3
O 1.3 -2.2 -1.2